# 1
This record from OMol25 describes the molecule ClH3N3P3. The level of theory is ωB97M-V with the def2-TZVPD basis set.

```
10
Properties=species:S:1:pos:R:3:forces:R:3:lowdin_charge:R:1
Cl -3.097 -0.871 0.193 -1.091 -0.877 0.218 0.160
P -1.440 -0.340 -0.833 1.737 -0.818 1.874 0.261
N -1.379 1.119 -0.148 4.972 5.540 0.506 -0.663
P 0.224 2.037 0.153 -5.750 -3.178 -1.008 0.847
N 1.384 0.928 -0.051 -0.650 -0.775 -0.602 -0.591
P 1.399 -0.875 0.005 -1.115 0.450 0.467 0.729
N -0.204 -1.067 0.355 0.019 -1.774 1.235 -0.613
H 2.258 1.206 0.242 2.419 1.366 0.616 -0.056
H 1.129 -0.978 -1.320 0.490 -0.235 -1.650 -0.115
H -0.274 -1.159 1.404 -1.031 0.300 -1.656 0.039
```
Forces are in eV/Å.

Results
HOMO energy (spin up / spin down) in hartree: -0.321 / -0.321
LUMO energy (spin up / spin down) in eV: -0.95 / -0.95
Energy relative to the best compared isomer or geometry (same formula, charge and spin) in eV: 1.5855
2S+1: 1
Orbital gap (spin up / spin down) in hartree: 0.286 / 0.286


# 2
This record from OMol25 describes a cluster of 2 separate species, ClH3NOP in total. The level of theory is ωB97M-V with the def2-TZVPD basis set.

```
7
Properties=species:S:1:pos:R:3:forces:R:3:lowdin_charge:R:1
O -1.867 2.180 0.055 -0.584 0.140 -1.192 -0.547
P -1.480 1.978 1.429 0.436 -0.127 1.021 0.438
Cl 0.572 2.071 1.503 0.150 -0.034 0.167 0.108
N 0.897 -1.414 -0.810 0.206 1.269 1.885 0.008
H 0.901 -2.265 -1.278 0.068 -1.776 -1.046 -0.037
H 0.911 -1.640 0.211 -0.382 0.594 -1.351 0.027
H 0.066 -0.910 -1.109 0.107 -0.065 0.516 0.003
```
Forces are in eV/Å.

Results
HOMO energy in hartree: -0.368
LUMO energy in eV: -1.07
Energy relative to the best compared isomer or geometry (same formula, charge and spin) in eV: 0.6600
2S+1: 1
Orbital gap in hartree: 0.329


# 3
This record from OMol25 describes a cluster of 2 separate species, ClH3OSi in total. The level of theory is ωB97M-V with the def2-TZVPD basis set.

```
6
Properties=species:S:1:pos:R:3:forces:R:3:lowdin_charge:R:1
O -1.239 -1.691 0.184 0.410 -1.322 0.308 -0.481
Si -1.675 -0.274 -0.030 -0.414 0.175 0.147 0.597
H -1.052 0.336 -1.246 -0.596 0.658 0.500 -0.061
H -2.717 0.217 0.977 0.624 0.477 -0.954 -0.057
Cl 3.149 0.034 0.105 0.735 2.755 -0.196 0.154
H 3.533 1.378 0.009 -0.759 -2.744 0.195 -0.150
```
Forces are in eV/Å.

Results
HOMO energy in hartree: -0.380
LUMO energy in eV: -0.32
Energy relative to the best compared isomer or geometry (same formula, charge and spin) in eV: 3.5432
2S+1: 1
Orbital gap in hartree: 0.368


# 4
This record from OMol25 describes a structure of composition ClH4InPS. The level of theory is ωB97M-V with the def2-TZVPD basis set.

```
8
Properties=species:S:1:pos:R:3:forces:R:3:lowdin_charge:R:1
S 2.430 0.416 1.449 0.032 -0.019 -0.072 -0.190
P 1.259 -0.081 -0.092 0.057 0.071 0.172 0.014
In -1.284 0.306 0.153 -0.078 0.114 -0.001 -0.010
Cl -2.159 -1.893 -0.449 -0.001 -0.039 -0.027 -0.275
H 1.700 0.540 -1.280 0.004 0.088 -0.095 -0.126
H 1.502 -1.394 -0.541 -0.039 -0.127 0.028 -0.119
H -1.632 0.658 1.802 -0.004 -0.080 0.113 -0.140
H -1.814 1.448 -1.042 0.027 -0.008 -0.118 -0.154
```
Forces are in eV/Å.

Results
HOMO energy in hartree: -0.157
LUMO energy in eV: 3.32
2S+1: 1
Orbital gap in hartree: 0.280
Charge: -1


# 5
This record from OMol25 describes the molecule ClH4N2OP. The level of theory is ωB97M-V with the def2-TZVPD basis set.

```
9
Properties=species:S:1:pos:R:3:forces:R:3:lowdin_charge:R:1
N -1.263 0.282 -0.110 0.662 0.362 -0.146 -0.189
P 0.242 0.894 0.397 0.655 -1.084 1.013 0.723
N 1.068 0.291 -0.905 -0.093 -0.972 -1.436 -0.220
O 0.584 -0.298 1.671 0.112 0.593 -0.812 -0.918
Cl 0.761 -1.993 1.394 -0.259 1.080 -0.245 0.516
H -1.397 -0.582 0.363 -0.688 -0.873 0.371 -0.003
H -1.936 0.952 0.159 -1.315 0.427 0.350 0.001
H 1.531 0.845 -1.632 -0.171 -0.172 0.927 0.048
H 0.408 -0.391 -1.337 1.098 0.638 -0.022 0.041
```
Forces are in eV/Å.

Results
HOMO energy in hartree: -0.351
LUMO energy in eV: -0.08
Energy relative to the best compared isomer or geometry (same formula, charge and spin) in eV: 3.3577
2S+1: 1
Orbital gap in hartree: 0.348


# 6
This record from OMol25 describes a cluster of 2 separate species, ClH4N2OP in total. The level of theory is ωB97M-V with the def2-TZVPD basis set.

```
9
Properties=species:S:1:pos:R:3:forces:R:3:lowdin_charge:R:1
N 0.634 1.225 0.152 0.323 -0.830 -0.146 -0.068
N 0.574 -1.301 -0.593 0.165 0.967 0.305 -0.194
O 2.435 -0.359 1.202 0.198 0.199 0.003 -0.313
P 1.318 -0.255 0.274 -0.685 -0.034 -0.043 0.501
Cl -2.480 -0.276 0.609 0.200 -0.059 -0.290 0.260
H 0.835 1.923 0.847 0.002 0.024 -0.032 0.070
H -0.228 1.297 -0.366 -0.031 0.203 0.078 0.032
H -1.556 -0.723 -0.194 -0.137 -0.103 0.253 -0.284
H 1.037 -2.195 -0.522 -0.036 -0.367 -0.128 -0.005
```
Forces are in eV/Å.

Results
HOMO energy in hartree: -0.396
LUMO energy in eV: 0.24
Energy relative to the best compared isomer or geometry (same formula, charge and spin) in eV: 1.2553
2S+1: 1
Orbital gap in hartree: 0.405


# 7
This record from OMol25 describes a cluster of 2 separate species, ClH4N3 in total. The level of theory is ωB97M-V with the def2-TZVPD basis set.

```
8
Properties=species:S:1:pos:R:3:forces:R:3:lowdin_charge:R:1
N 0.540 -1.372 -0.083 -0.636 -0.588 1.630 0.064
N -0.820 1.466 0.274 1.635 -1.261 -1.049 -0.067
N -1.214 0.426 -0.481 0.573 0.184 -0.951 -0.582
Cl -2.591 -0.368 0.073 -0.296 0.279 0.539 0.512
H 0.096 -2.310 -0.136 0.238 0.652 -0.323 -0.018
H 1.201 -1.309 -0.826 0.531 -0.083 -1.119 -0.053
H -0.033 1.932 -0.179 -0.471 -0.206 0.276 0.099
H -1.454 2.042 0.730 -1.575 1.023 0.995 0.045
```
Forces are in eV/Å.

Results
HOMO energy (spin up / spin down) in hartree: -0.359 / -0.292
LUMO energy (spin up / spin down) in eV: 0.64 / -0.05
Energy relative to the best compared isomer or geometry (same formula, charge and spin) in eV: 3.3711
2S+1: 1
Orbital gap (spin up / spin down) in hartree: 0.383 / 0.290


# 8
This record from OMol25 describes a cluster of 2 separate species, ClH5OSi2 in total. The level of theory is ωB97M-V with the def2-TZVPD basis set.

```
9
Properties=species:S:1:pos:R:3:forces:R:3:lowdin_charge:R:1
O 1.163 0.601 -1.193 -0.592 1.378 -0.327 -0.488
Si 1.712 2.010 -1.477 2.541 -1.517 0.143 0.627
H 1.418 3.169 -2.380 -0.568 -0.352 0.377 -0.085
H 3.231 2.060 -1.071 -1.383 0.494 -0.190 -0.056
Si -1.465 -1.515 1.335 0.856 1.265 -1.103 0.178
Cl -2.019 -2.958 0.013 0.155 -0.489 -0.385 0.166
H -2.638 -0.692 1.373 -0.758 0.404 0.555 -0.124
H -1.010 -2.116 2.544 0.064 -0.447 0.915 -0.121
H -0.393 -0.559 0.855 -0.315 -0.736 0.014 -0.098
```
Forces are in eV/Å.

Results
HOMO energy in hartree: -0.390
LUMO energy in eV: -0.87
Energy relative to the best compared isomer or geometry (same formula, charge and spin) in eV: 3.3536
2S+1: 1
Orbital gap in hartree: 0.358


# 9
This record from OMol25 describes a structure of composition ClH8HfO4. The level of theory is ωB97M-V with the def2-TZVPD basis set.

```
14
Properties=species:S:1:pos:R:3:forces:R:3:lowdin_charge:R:1
Hf -0.197 -2.467 -26.206 1.127 4.290 -4.290 1.971
Cl 0.084 -2.076 -28.579 -0.997 0.101 2.800 0.369
O 1.598 -3.234 -26.382 1.714 -3.536 1.756 -0.098
H 1.952 -4.117 -26.063 -0.357 0.427 0.638 0.217
H 2.243 -3.091 -27.062 1.134 1.368 -1.676 0.135
O 1.605 0.989 -28.449 0.711 -0.064 1.626 0.011
H 1.297 1.866 -28.197 0.182 0.527 -0.136 0.107
H 0.926 0.649 -28.994 -1.062 -0.305 -1.446 0.022
O 1.635 -0.544 -26.351 -1.811 -3.793 2.979 -0.073
H 1.571 0.048 -27.076 0.067 2.415 -2.860 -0.040
H 2.515 -0.517 -25.964 0.286 0.272 0.281 0.115
O -0.834 -4.267 -26.922 -1.212 -0.951 1.011 -0.094
H -1.744 -4.671 -26.943 0.348 -0.111 -0.150 0.206
H -0.184 -4.912 -27.243 -0.130 -0.639 -0.533 0.151
```
Forces are in eV/Å.

Results
HOMO energy in hartree: -0.816
LUMO energy in eV: -16.02
Energy relative to the best compared isomer or geometry (same formula, charge and spin) in eV: 0.0000
2S+1: 1
Orbital gap in hartree: 0.227
Charge: +3


# 10
This record from OMol25 describes a cluster of 2 separate species, ClHIOPS in total. The level of theory is ωB97M-V with the def2-TZVPD basis set.

```
6
Properties=species:S:1:pos:R:3:forces:R:3:lowdin_charge:R:1
O 1.047 2.163 0.411 0.136 -0.680 -1.388 -0.569
P 1.504 1.280 -0.694 -0.822 1.338 1.311 0.361
Cl 2.936 0.131 0.163 0.716 -0.646 0.070 0.099
S -2.608 -1.522 -0.284 0.392 1.444 1.046 -0.027
I -0.210 -1.688 -0.136 -0.454 -0.013 -0.023 0.321
H -2.670 -0.363 0.539 0.032 -1.443 -1.016 -0.185
```
Forces are in eV/Å.

Results
HOMO energy in hartree: -0.346
LUMO energy in eV: -1.11
Energy relative to the best compared isomer or geometry (same formula, charge and spin) in eV: 1.5301
2S+1: 1
Orbital gap in hartree: 0.305


# 11
This record from OMol25 describes a cluster of 2 separate species, ClHNO2P in total. The level of theory is ωB97M-V with the def2-TZVPD basis set.

```
6
Properties=species:S:1:pos:R:3:forces:R:3:lowdin_charge:R:1
N -0.011 -0.144 1.088 -0.642 1.321 -0.720 -0.696
O -0.568 -1.167 1.235 -0.415 -1.610 -0.101 0.076
O 0.429 0.576 1.963 0.826 0.494 0.262 -0.030
P 0.061 0.937 -0.428 0.539 -1.810 -1.911 0.989
Cl -1.179 -0.433 -2.880 0.801 0.852 1.731 -0.261
H 1.268 0.232 -0.978 -1.110 0.753 0.739 -0.079
```
Forces are in eV/Å.

Results
HOMO energy (spin up / spin down) in hartree: -0.402 / -0.383
LUMO energy (spin up / spin down) in eV: -3.05 / -3.58
Energy relative to the best compared isomer or geometry (same formula, charge and spin) in eV: 3.5103
2S+1: 1
Orbital gap (spin up / spin down) in hartree: 0.290 / 0.251


# 12
This record from OMol25 describes the molecule ClHNOPS. The level of theory is ωB97M-V with the def2-TZVPD basis set.

```
6
Properties=species:S:1:pos:R:3:forces:R:3:lowdin_charge:R:1
N -1.480 0.486 -0.288 2.055 1.863 -1.249 -0.219
O -0.702 -1.647 1.122 -0.173 -1.153 0.490 -0.360
P -0.494 -0.615 0.139 0.921 0.980 -0.598 0.318
S 1.607 -0.681 -0.619 -1.106 1.767 1.355 0.202
Cl 1.994 1.171 0.446 -0.179 -1.473 -0.964 0.014
H -0.926 1.286 -0.800 -1.518 -1.984 0.966 0.043
```
Forces are in eV/Å.

Results
HOMO energy in hartree: -0.385
LUMO energy in eV: -1.90
Energy relative to the best compared isomer or geometry (same formula, charge and spin) in eV: 0.8285
2S+1: 1
Orbital gap in hartree: 0.315


What did we get for maximum force? Answer: 7.461 2.282 2.858 0.195 1.736 1.027 2.316 2.963 6.171 2.046 2.687 3.042 eV Å⁻¹, in the order shown.